Entry 1:
Entry from the Open Molecules 2025 dataset: C24H18BrCl2FN4O6S2Ti as an isolated structure (ωB97M-V/def2-TZVPD).

Last column: natural (NBO) charge in e.
Geometry (Å):
1 Ti 0.521087 -0.078140 0.291636  1.44
2 C -2.072332 -2.271274 3.634886  -0.65
3 C -1.558049 -1.298890 2.608265  -0.16
4 S -0.045970 -1.749068 1.815353  -0.11
5 C -2.205675 -0.193547 2.242158  -0.16
6 C -3.526943 0.218291 2.842354  -0.65
7 S -1.554251 0.843788 0.977996  -0.14
8 H -1.257984 -2.775900 4.154382  0.22
9 H -2.690778 -3.041850 3.166257  0.23
10 H -2.680627 -1.765128 4.385056  0.22
11 H -3.432040 0.433247 3.909534  0.22
12 H -4.273947 -0.570914 2.731323  0.22
13 H -3.918266 1.114461 2.363490  0.23
14 O 6.427765 -2.599299 -0.274289  -0.63
15 C 5.181247 -2.085660 -0.311516  0.38
16 C 4.914996 -0.722118 -0.239439  -0.33
17 C 3.600382 -0.333246 -0.255704  0.11
18 N 2.551330 -1.176445 -0.354098  -0.55
19 C 2.851069 -2.464748 -0.480938  0.20
20 Br 1.460601 -3.696667 -0.811724  0.13
21 C 4.132830 -2.975906 -0.449294  -0.33
22 H 7.071540 -1.888477 -0.175242  0.49
23 H 5.702957 0.015187 -0.160982  0.23
24 H 3.365989 0.718171 -0.189922  0.21
25 H 4.314535 -4.034996 -0.545092  0.25
26 Cl 3.421839 2.089632 3.591899  0.04
27 C 2.650917 2.880183 2.268722  -0.11
28 C 2.791529 4.282889 2.120558  -0.21
29 C 2.195522 4.935287 1.087352  -0.05
30 Cl 2.376363 6.657399 0.936818  0.01
31 C 1.430294 4.225001 0.121814  -0.04
32 C 0.774923 4.793491 -0.992811  -0.11
33 C 0.092851 3.985261 -1.853696  -0.26
34 C 0.059819 2.596166 -1.622334  0.13
35 N 0.649699 2.034632 -0.594299  -0.49
36 C 1.317180 2.844934 0.291712  0.10
37 C 1.900147 2.164660 1.380987  0.34
38 O 1.674198 0.864946 1.435495  -0.74
39 H 3.377246 4.828700 2.846785  0.25
40 H 0.822361 5.862400 -1.152775  0.24
41 H -0.418752 4.386755 -2.716475  0.24
42 H -0.448997 1.939895 -2.314311  0.22
43 F -3.148742 -3.717883 0.457457  -0.30
44 C -3.392958 -2.973857 -0.626457  0.22
45 C -2.412454 -2.350316 -1.274212  0.00
46 N -2.657674 -1.565081 -2.396268  -0.41
47 C -1.657336 -0.821626 -3.175837  -0.32
48 C -0.279703 -0.593422 -2.598651  0.81
49 O 0.583855 -0.150991 -3.315153  -0.59
50 O -0.145389 -0.803325 -1.307314  -0.79
51 C -3.940752 -1.416869 -2.886140  0.79
52 O -4.196518 -0.744857 -3.865864  -0.63
53 N -4.922890 -2.082902 -2.180781  -0.63
54 C -4.780690 -2.881951 -1.049213  0.60
55 O -5.727115 -3.416545 -0.520508  -0.57
56 H -1.395816 -2.421351 -0.925003  0.26
57 H -2.065767 0.177151 -3.340613  0.25
58 H -1.546018 -1.256313 -4.166861  0.24
59 H -5.860618 -1.972981 -2.538456  0.43

Atoms 1-2, force components in eV/Å:
-0.650 -0.516 0.497
-0.017 -0.010 0.024

## Properties
lowest unoccupied orbital energy = -1.3 eV
E_HOMO = -7.359 eV
total charge = 0
energy relative to the best compared isomer or geometry (same formula, charge and spin) = 0.922 eV

***

Entry 2:
Entry from the Open Molecules 2025 dataset: an isolated ion of composition C5H13NP and charge +1 in a non-equilibrium geometry (ωB97M-V/def2-TZVPD).

Last column: Löwdin spin population.
Geometry (Å):
1 C -1.382041 -0.122299 -0.030811  0.67
2 C -1.961178 -1.007923 0.916392  0.12
3 C 1.207523 0.800630 -1.564356  0.00
4 C 1.247714 -1.436583 -0.020805  0.03
5 C 0.647508 1.353269 1.361242  0.03
6 N -2.190313 0.542013 -1.033247  0.95
7 P 0.416730 0.212073 -0.009344  0.10
8 H -2.857999 -0.428954 1.324284  0.03
9 H -2.295116 -1.757047 0.316801  0.03
10 H -1.367140 -1.457559 1.703390  0.00
11 H 1.423504 -0.052926 -2.188452  0.00
12 H 2.028723 1.469140 -1.422811  0.00
13 H 0.426563 1.290741 -2.282839  0.00
14 H 2.296689 -1.208277 0.144399  0.01
15 H 0.755840 -1.564880 -1.047725  0.00
16 H 0.870544 -2.208291 0.574829  0.00
17 H -0.227270 1.923098 1.661794  0.00
18 H 1.576590 2.077808 1.176180  0.00
19 H 0.952014 0.685306 2.176154  0.00
20 H -1.568893 0.890662 -1.755076  0.04

Atoms 1-2, force components in eV/Å:
3.270 1.535 -1.605
-1.214 1.761 2.003

## Properties
lowest unoccupied orbital energy (spin up / spin down) = -2.9 / -6.8 eV
E_HOMO (spin up / spin down) = -11.596 / -14.746 eV
total charge = +1
2S+1 = 3
energy relative to the best compared isomer or geometry (same formula, charge and spin) = 0.000 eV

***

Entry 3:
Entry from the Open Molecules 2025 dataset: a 2-piece molecular cluster, C7H16NS overall in a non-equilibrium geometry (ωB97M-V/def2-TZVPD).

Last column: natural (NBO) charge in e.
Geometry (Å):
1 C 0.557258 -0.688895 0.203169  -0.05
2 C 1.506767 1.546840 -0.794909  -0.58
3 C 3.021646 -0.116483 0.545251  -0.64
4 C -1.406425 -0.353841 -1.747276  -0.69
5 C -2.009300 0.652069 0.664456  -0.72
6 C 1.656016 0.377245 0.306892  -0.40
7 C -1.717151 -0.506336 -0.245862  0.45
8 N -2.359468 -1.640503 0.144457  -0.75
9 S 1.023598 -2.297065 0.417374  0.24
10 H 2.453454 2.163155 -0.653549  0.24
11 H 0.582311 2.148294 -0.871561  0.23
12 H 1.497345 1.004261 -1.685597  0.20
13 H 3.577950 -0.437242 -0.318944  0.23
14 H 3.612360 0.565306 1.151092  0.24
15 H 2.945021 -1.099152 1.036894  0.21
16 H -2.225397 -0.127255 -2.371377  0.26
17 H -1.082421 -1.324210 -2.118474  0.23
18 H -0.571254 0.342088 -2.120028  0.26
19 H -2.998308 0.936124 0.740351  0.26
20 H -1.698479 0.626781 1.732250  0.26
21 H -1.650748 1.600533 0.232618  0.25
22 H 1.367090 1.036233 1.221469  0.29
23 H -2.673983 -1.463573 1.061008  0.41
24 H -0.193077 -2.739562 0.932904  0.15
25 H -2.473556 -2.484017 -0.345127  0.43

Atoms 1-2, force components in eV/Å:
-0.006 0.254 0.844
1.261 -0.265 1.457

## Properties
lowest unoccupied orbital energy = -4.5 eV
E_HOMO = -12.954 eV
total charge = +1
energy relative to the best compared isomer or geometry (same formula, charge and spin) = 4.063 eV

***

Entry 4:
Entry from the Open Molecules 2025 dataset: an isolated ion of composition C4H4NO3 and charge -1 in a non-equilibrium geometry (ωB97M-V/def2-TZVPD).

Last column: natural (NBO) charge in e.
Geometry (Å):
1 C 0.616229 0.530284 -0.429075  0.32
2 C 2.926273 -0.375706 -0.185847  0.87
3 C -2.163377 -0.541563 0.191836  -0.24
4 C -0.554113 1.068958 -0.050145  -0.19
5 N 1.733487 0.267319 -0.851711  -0.46
6 O 3.239897 -1.486661 -0.503567  -0.72
7 O 3.460984 0.477586 0.508357  -0.74
8 O -1.910180 0.762285 -0.246034  -0.52
9 H -1.365764 -1.179211 0.205058  0.19
10 H -2.997042 -0.875091 -0.380842  0.16
11 H -2.679995 -0.592711 1.155928  0.15
12 H -0.306404 1.944507 0.586044  0.19

Atoms 1-2, force components in eV/Å:
0.114 -0.665 -1.179
0.101 1.851 0.411

## Properties
SMILES = COC=C=NC(=O)[O-]
lowest unoccupied orbital energy = 3.5 eV
E_HOMO = -4.011 eV
total charge = -1
energy relative to the best compared isomer or geometry (same formula, charge and spin) = 2.413 eV

***

Entry 5:
Entry from the Open Molecules 2025 dataset: a 6-piece molecular cluster, C8H12Br4Cl12 overall in a non-equilibrium geometry (ωB97M-V/def2-TZVPD).

Last column: natural (NBO) charge in e.
Geometry (Å):
1 Br 4.432444 -1.434188 -4.514341  -0.01
2 C 3.612617 -1.710350 -2.741706  -0.45
3 C 2.968159 -3.050620 -2.582921  -0.44
4 Br 2.473339 -3.400478 -0.714793  -0.02
5 H 2.909340 -0.900628 -2.547166  0.23
6 H 4.384228 -1.581054 -1.982741  0.23
7 H 3.679054 -3.827026 -2.865644  0.23
8 H 2.006061 -3.141122 -3.087181  0.23
9 Br -1.415056 -0.251904 -3.157871  -0.04
10 C -3.270913 -0.714088 -2.550891  -0.41
11 C -3.199914 -1.865545 -1.540593  -0.46
12 Br -2.414770 -3.413783 -2.414164  0.00
13 H -3.805248 -1.029635 -3.447005  0.22
14 H -3.685737 0.227022 -2.189879  0.23
15 H -4.180918 -2.156268 -1.164826  0.23
16 H -2.568861 -1.581124 -0.698590  0.23
17 C -5.549923 2.759616 3.756832  -0.24
18 Cl -5.884677 1.637231 2.338506  -0.02
19 Cl -4.732906 1.804933 5.079874  0.00
20 Cl -6.979837 3.662931 4.263733  0.04
21 H -4.833267 3.486641 3.374817  0.23
22 C -2.246304 -3.778895 4.847846  -0.32
23 Cl -1.362607 -5.308356 4.572233  0.00
24 Cl -3.412103 -3.669377 3.644814  0.07
25 Cl -1.062348 -2.540802 4.567710  0.01
26 H -2.640930 -3.643498 5.854835  0.24
27 C 0.273677 2.428561 1.615561  -0.30
28 Cl -1.176737 2.793722 0.671808  0.03
29 Cl 0.364173 3.393559 3.062571  0.03
30 Cl 1.810829 2.423805 0.747452  0.02
31 H 0.232053 1.419152 2.024754  0.23
32 C 6.954433 4.595918 -2.370218  -0.31
33 Cl 6.881834 4.372690 -4.091667  0.02
34 Cl 7.346145 6.284078 -2.017162  0.02
35 Cl 8.096106 3.454417 -1.771027  0.03
36 H 5.998562 4.254463 -1.972961  0.23

Atoms 1-2, force components in eV/Å:
-0.405 -0.213 0.634
0.066 0.837 0.740

## Properties
SMILES = ClC(Cl)Cl.ClC(Cl)Cl.ClC(Cl)Cl.ClC(Cl)Cl.BrCCBr.BrCCBr
lowest unoccupied orbital energy = 0.0 eV
E_HOMO = -10.018 eV
total charge = 0
energy relative to the best compared isomer or geometry (same formula, charge and spin) = 1.121 eV

***

Entry 6:
Entry from the Open Molecules 2025 dataset: a 11-piece molecular cluster, C14H47NO13 overall in a non-equilibrium geometry (ωB97M-V/def2-TZVPD).

Last column: Mulliken charge in e.
Geometry (Å):
1 C 34.166060 -32.798180 -5.311380  0.49
2 O 35.294190 -32.772480 -4.809430  -0.80
3 O 33.174500 -32.601570 -4.598730  -0.81
4 O 34.048670 -33.132350 -6.509490  -0.83
5 C 43.645490 -29.931290 -5.523830  -1.32
6 C 42.817470 -30.283050 -4.290380  0.64
7 C 43.365420 -29.764810 -2.980340  -0.80
8 O 44.726170 -30.160080 -2.790970  -0.37
9 C 44.862700 -31.568400 -2.554640  -0.76
10 N 41.418790 -29.904200 -4.413950  -0.77
11 H 43.913940 -28.875510 -5.486820  0.30
12 H 43.171140 -30.107190 -6.489300  0.38
13 H 44.498190 -30.610130 -5.510750  0.27
14 H 42.847310 -31.372560 -4.303580  0.19
15 H 42.813650 -30.197330 -2.145740  0.47
16 H 43.370610 -28.674850 -2.987800  0.35
17 H 44.031470 -31.974310 -1.978110  0.33
18 H 45.767700 -31.819610 -2.001510  0.27
19 H 44.940180 -32.191750 -3.445450  0.25
20 H 41.087560 -29.953280 -3.461080  0.24
21 H 40.794310 -30.631150 -4.732820  0.31
22 C 29.158420 -32.857620 0.371900  -0.52
23 O 29.909940 -31.735410 0.040580  -0.50
24 H 29.668360 -33.459500 1.124100  0.20
25 H 28.272570 -32.419600 0.831810  0.21
26 H 28.870320 -33.388920 -0.535190  0.26
27 H 30.385430 -32.001550 -0.749790  0.34
28 C 33.270480 -36.699500 -0.677000  -0.56
29 O 33.698870 -35.396910 -0.415020  -0.52
30 H 33.958680 -37.291850 -1.280000  0.24
31 H 33.014190 -37.290050 0.202590  0.25
32 H 32.322490 -36.664060 -1.213800  0.24
33 H 33.540570 -34.831190 -1.174300  0.35
34 C 39.167990 -35.850750 -1.785870  -0.50
35 O 38.720910 -36.164500 -3.073020  -0.51
36 H 39.742150 -36.679740 -1.372100  0.22
37 H 39.855020 -35.007690 -1.858900  0.20
38 H 38.383540 -35.702000 -1.043840  0.23
39 H 38.134790 -35.453130 -3.341410  0.35
40 C 33.519790 -38.235880 -7.006930  -0.49
41 O 32.751010 -37.701500 -8.058630  -0.54
42 H 33.458830 -39.322350 -7.069920  0.21
43 H 34.575190 -38.076830 -7.228140  0.24
44 H 33.128670 -37.805870 -6.084860  0.23
45 H 32.910680 -36.756280 -8.007020  0.35
46 C 28.242800 -33.466830 -7.777300  -0.49
47 O 28.368320 -33.533640 -6.370640  -0.51
48 H 28.384930 -32.443740 -8.125420  0.21
49 H 28.950150 -34.162100 -8.229340  0.24
50 H 27.276410 -33.901350 -8.033000  0.21
51 H 29.257410 -33.210520 -6.207220  0.34
52 C 33.451820 -31.287180 -12.294200  -0.54
53 O 32.560090 -30.807020 -11.292330  -0.52
54 H 33.579460 -32.368080 -12.235410  0.24
55 H 33.202660 -31.007820 -13.317910  0.23
56 H 34.460720 -30.932380 -12.083650  0.24
57 H 32.798820 -31.203310 -10.451160  0.34
58 C 30.128500 -28.052190 -5.163470  -0.43
59 O 31.383420 -27.840470 -4.435150  -0.53
60 H 29.605320 -28.882000 -4.688290  0.20
61 H 29.610680 -27.094960 -5.224090  0.20
62 H 30.492620 -28.404610 -6.128520  0.22
63 H 31.726470 -28.705070 -4.197700  0.33
64 C 36.151190 -29.383250 -0.336910  -0.52
65 O 37.083680 -30.428880 -0.588930  -0.53
66 H 35.149420 -29.690430 -0.036590  0.22
67 H 36.571590 -28.709670 0.409860  0.22
68 H 36.143380 -28.810260 -1.264130  0.25
69 H 36.788980 -30.926580 -1.355120  0.35
70 C 39.127220 -33.690000 -9.307760  -0.48
71 O 37.834840 -34.054540 -9.776430  -0.53
72 H 39.223730 -34.035190 -8.278380  0.23
73 H 39.859350 -34.179610 -9.949920  0.20
74 H 39.255700 -32.609020 -9.363320  0.22
75 H 37.205140 -33.653900 -9.172640  0.34

Atoms 1-2, force components in eV/Å:
0.124 -0.986 -0.432
4.733 0.492 2.101

## Properties
lowest unoccupied orbital energy = 3.5 eV
E_HOMO = 1.771 eV
total charge = -2
energy relative to the best compared isomer or geometry (same formula, charge and spin) = 8.109 eV